This record from the Open Molecules 2025 dataset describes one molecule with the formula C4H9N at a distorted geometry. The level of theory is ωB97M-V/def2-TZVPD.

XYZ file:
```
14
Properties=species:S:1:pos:R:3:nbo_charge:R:1
C 0.63471 2.46034 -0.45453 -0.5847
C 0.63118 1.13315 -0.17784 0.0670
N -0.42576 0.31792 0.12810 -0.6228
C -0.20204 -1.04239 0.62405 -0.2199
C -0.59496 -2.40156 -0.23413 -0.6364
H -0.00547 2.86960 -1.31237 0.2153
H 1.37637 3.11063 -0.03067 0.2114
H 1.62025 0.53034 0.09055 0.1343
H -1.01213 0.94831 0.77898 0.4066
H 0.86045 -1.09250 0.87969 0.1862
H -0.61413 -1.13170 1.65425 0.1997
H -1.35535 -3.13634 0.17794 0.2136
H -0.91678 -2.15622 -1.24386 0.2193
H 0.21375 -3.06486 -0.43651 0.2103
```

Results
Largest force on an atom   3.681 eV/Å
Energy above the lowest of the compared OMol25 structures with the same formula, charge and spin   60.9 kcal per mole
HOMO-LUMO gap   8.938 eV
HOMO energy   -0.2868 Ha